The following is a quantum chemistry calculation of 2 unconnected molecules or ions with the total composition C2H9N at a distorted geometry, from the OMol25 dataset.

Each line ends with the Löwdin charge.
CARTESIAN COORDINATES (ANGSTROEM)
C  -0.652  0.470  -0.038  -0.18
C  -1.948  -0.333  -0.012  -0.17
H  0.193  -0.173  0.160  0.02
H  -0.516  0.979  -0.992  0.07
H  -0.660  1.239  0.755  0.07
H  -1.845  -1.193  -0.696  0.07
H  -2.812  0.227  -0.372  0.06
H  -2.141  -0.662  0.980  0.05
N  2.789  -0.131  -0.115  -0.02
H  1.961  0.071  -0.713  0.00
H  2.742  -1.036  0.359  0.00
H  2.888  0.542  0.685  0.03

As for the orbital gap: 0.4008 Ha. The calculation puts the electronic energy at -136.3357 Eh. The value obtained for the maximum force is 1.62 eV/Å. As for the HOMO energy: -9.9 eV. The calculation puts the energy above the lowest of the compared OMol25 structures with the same formula, charge and spin at 16.75 kJ/mol.

The following is a quantum chemistry calculation of 7 unconnected molecules or ions with the total composition C4H21N2O8 at a distorted geometry, from the OMol25 dataset.

Each line ends with the Löwdin charge.
CARTESIAN COORDINATES (ANGSTROEM)
C  -0.317  -2.522  -1.085  -0.28
N  -1.758  -2.782  -1.240  -0.02
C  -0.231  -1.563  0.149  -0.28
C  -0.493  -2.538  1.342  -0.06
N  1.081  -0.789  0.147  0.08
C  1.135  0.550  0.562  -0.79
O  2.291  1.002  0.736  -0.02
O  0.024  1.116  0.692  -0.08
H  0.057  -2.052  -1.940  0.07
H  0.261  -3.473  -1.048  0.12
H  -2.107  -1.854  -1.620  0.08
H  -1.871  -3.497  -1.954  0.06
H  -1.203  -0.999  0.000  0.13
H  -1.389  -3.208  1.348  0.09
H  -0.409  -2.182  2.322  0.04
H  0.306  -3.201  1.289  0.04
H  1.862  -1.260  0.500  0.11
H  -1.559  3.946  -0.535  -0.02
H  -0.834  2.612  -0.811  0.03
O  -1.459  3.294  -1.181  -0.07
H  1.652  1.729  -1.909  -0.02
H  1.653  0.268  -2.150  -0.04
O  1.914  1.092  -2.480  0.02
H  3.397  -1.686  -2.486  0.05
H  2.142  -1.107  -1.700  -0.03
O  2.549  -1.882  -2.080  -0.06
H  0.591  1.866  3.697  0.03
H  -0.020  0.662  2.812  0.04
O  0.033  1.062  3.733  -0.11
H  -0.590  2.836  2.728  -0.04
H  0.440  2.443  1.695  0.07
O  0.036  3.307  2.222  -0.15
H  -4.627  0.471  -1.524  0.09
H  -3.667  0.031  -0.503  -0.03
O  -4.126  -0.354  -1.188  -0.06

As for the orbital gap: 0.3320 Ha. The calculation puts the electronic energy at -876.4880 Eh. The value obtained for the maximum force is 4.66 eV/Å. As for the HOMO energy: -6.0 eV. The calculation puts the energy above the lowest of the compared OMol25 structures with the same formula, charge and spin at 271.46 kJ/mol. Its net charge is -1.

The following is a quantum chemistry calculation of 12 unconnected molecules or ions with the total composition C6H32O12 at a distorted geometry, from the OMol25 dataset.

Each line ends with the Löwdin charge.
CARTESIAN COORDINATES (ANGSTROEM)
C  2.434  -2.688  -1.338  -0.11
C  1.995  -1.336  -1.890  -0.25
C  1.091  -0.591  -0.944  -0.12
C  1.014  0.742  -0.909  -0.12
C  0.121  1.484  -0.015  -0.12
C  -0.144  2.770  -0.225  -0.16
O  -0.976  3.536  0.556  -0.04
H  1.562  -3.323  -1.167  0.06
H  3.003  -2.552  -0.421  0.07
H  3.076  -3.224  -2.033  0.07
H  1.480  -1.469  -2.848  0.11
H  2.839  -0.713  -2.130  0.10
H  0.484  -1.179  -0.255  0.10
H  1.609  1.344  -1.588  0.12
H  -0.318  0.946  0.820  0.10
H  0.249  3.369  -1.033  0.14
H  -1.497  2.972  1.179  0.06
O  0.851  4.385  2.480  -0.05
H  0.214  4.220  1.756  0.02
H  1.718  4.413  2.063  0.06
O  1.550  -0.280  2.916  -0.06
H  1.982  -0.034  2.094  0.05
H  1.081  0.520  3.264  0.02
O  0.267  1.938  3.693  -0.08
H  -0.676  1.904  3.407  0.03
H  0.672  2.774  3.349  0.03
O  -0.730  0.952  -4.072  -0.07
H  -1.475  1.015  -4.668  0.05
H  -1.102  0.487  -3.286  0.01
O  -1.953  -0.106  -1.860  -0.07
H  -1.509  0.297  -1.095  0.02
H  -1.922  -1.071  -1.659  0.01
O  1.968  1.273  -4.676  -0.10
H  1.011  1.094  -4.520  -0.01
H  2.189  0.690  -5.410  0.02
O  -2.663  -0.649  1.775  -0.07
H  -1.880  -1.184  2.078  0.03
H  -3.012  -1.065  0.964  0.07
O  -2.289  1.960  2.414  -0.06
H  -3.111  2.264  2.822  0.09
H  -2.428  1.015  2.152  0.03
O  -0.375  -3.906  0.681  -0.06
H  -0.240  -3.268  1.414  0.02
H  -0.842  -4.638  1.093  0.07
O  -1.870  -2.792  -1.279  -0.07
H  -1.625  -3.275  -2.088  0.07
H  -1.290  -3.192  -0.595  0.00
O  -0.411  -2.029  2.687  -0.09
H  0.387  -1.408  2.781  0.04
H  -0.510  -2.393  3.566  0.07

As for the orbital gap: 0.3070 Ha. The calculation puts the electronic energy at -1150.7326 Eh. The value obtained for the maximum force is 1.10 eV/Å. As for the HOMO energy: -8.2 eV. The calculation puts the energy above the lowest of the compared OMol25 structures with the same formula, charge and spin at 0.00 kJ/mol.

The following is a quantum chemistry calculation of 3 unconnected molecules or ions with the total composition CH7NO2 at a distorted geometry, from the OMol25 dataset.

Each line ends with the Löwdin charge.
CARTESIAN COORDINATES (ANGSTROEM)
C  -3.368  -1.491  -1.612  -0.15
N  -3.136  -2.257  -0.627  0.00
H  -2.627  -1.310  -2.381  0.05
H  -4.344  -1.020  -1.737  0.06
H  -3.771  -2.009  0.138  0.04
O  2.748  -1.342  -1.336  -0.06
H  1.953  -1.784  -1.024  0.03
H  2.822  -0.529  -0.823  0.03
O  3.467  4.071  2.872  -0.06
H  3.408  3.134  3.090  0.03
H  2.848  4.538  3.440  0.03

As for the orbital gap: 0.3986 Ha. The calculation puts the electronic energy at -247.4817 Eh. The value obtained for the maximum force is 1.64 eV/Å. As for the HOMO energy: -10.1 eV. The calculation puts the energy above the lowest of the compared OMol25 structures with the same formula, charge and spin at 98.66 kJ/mol.

The following is a quantum chemistry calculation of a molecular structure, C16H15B2F4IrN8STe, from the OMol25 dataset.

Each line ends with the Löwdin charge.
CARTESIAN COORDINATES (ANGSTROEM)
Ir  0.846  -0.302  -0.747  1.24
C  0.966  0.433  3.417  0.00
C  1.596  0.120  2.221  -0.11
N  0.677  -0.083  1.271  -0.16
N  -0.540  0.079  1.832  0.04
C  -0.385  0.412  3.121  -0.01
B  -1.799  -0.046  0.923  -0.63
N  -1.700  -1.363  0.095  0.04
C  -2.606  -2.326  -0.107  0.01
C  -2.057  -3.284  -0.947  0.01
C  -0.785  -2.825  -1.244  -0.07
N  -0.580  -1.673  -0.586  -0.14
N  -1.634  1.103  -0.116  0.06
C  -2.360  2.182  -0.415  0.00
C  -1.706  2.913  -1.392  0.01
C  -0.553  2.208  -1.662  -0.13
N  -0.504  1.117  -0.877  -0.14
N  -3.072  -0.032  1.685  -0.03
C  -3.388  -0.620  2.881  -0.08
C  -4.730  -0.473  3.072  -0.03
C  -5.178  0.208  1.919  -0.12
N  -4.190  0.467  1.087  0.07
H  1.424  0.655  4.365  0.12
H  2.647  0.011  2.010  0.09
H  -1.235  0.621  3.748  0.14
H  -3.580  -2.273  0.352  0.15
H  -2.527  -4.184  -1.303  0.12
H  -0.023  -3.245  -1.880  0.13
H  -3.305  2.345  0.074  0.13
H  -2.038  3.823  -1.860  0.13
H  0.212  2.422  -2.387  0.09
H  -2.651  -1.124  3.485  0.12
H  -5.321  -0.834  3.895  0.11
H  -6.183  0.512  1.670  0.12
F  -0.428  0.420  -4.164  0.27
B  0.876  0.212  -4.220  -1.04
F  1.148  -0.839  -2.660  -0.39
F  1.419  -0.660  -5.032  0.29
F  1.667  1.243  -3.776  0.06
Te  2.764  1.427  -1.297  1.60
C  4.484  0.587  -0.915  -0.98
C  5.750  1.128  -1.311  -0.15
C  6.802  0.325  -0.952  -0.09
C  6.373  -0.831  -0.282  -0.28
S  4.712  -0.948  -0.116  1.04
H  5.845  2.066  -1.842  0.13
H  7.842  0.539  -1.151  0.14
H  7.010  -1.611  0.118  0.11

As for the orbital gap (alpha / beta): 0.1532 / 0.1531 Ha. The calculation puts the electronic energy at -2276.1397 Eh. The value obtained for the maximum force is 0.88 eV/Å. As for the HOMO energy (alpha / beta): -14.3 / -14.3 eV. The calculation puts the energy above the lowest of the compared OMol25 structures with the same formula, charge and spin at 62.59 kJ/mol. Its net charge is +2.

The following is a quantum chemistry calculation of a molecular structure, C38H29N3O5SiZr, from the OMol25 dataset.

Each line ends with the Löwdin charge.
CARTESIAN COORDINATES (ANGSTROEM)
Zr  -0.390  0.113  0.536  1.91
O  3.099  -0.658  2.580  0.06
C  3.950  0.009  1.775  -0.27
C  5.269  0.137  2.198  0.00
C  6.172  0.870  1.449  -0.08
C  5.779  1.492  0.269  -0.09
C  4.474  1.350  -0.167  -0.03
C  3.567  0.601  0.570  -0.10
C  2.146  0.452  0.175  -0.51
O  1.308  1.339  0.669  -0.17
N  1.624  -0.550  -0.466  -0.03
N  0.238  -1.253  2.016  -0.13
C  -0.392  -1.781  2.984  -0.21
C  -1.763  -1.497  3.412  -0.16
C  -2.269  -2.135  4.547  -0.05
C  -3.525  -1.841  5.035  -0.09
C  -4.293  -0.880  4.381  -0.08
C  -3.816  -0.234  3.257  -0.02
C  -2.549  -0.538  2.750  -0.33
O  -2.108  0.097  1.665  -0.27
H  2.205  -0.792  2.203  0.04
H  5.557  -0.339  3.125  0.12
H  7.193  0.965  1.794  0.10
H  6.486  2.067  -0.311  0.10
H  4.152  1.802  -1.097  0.12
H  0.110  -2.526  3.624  0.11
H  -1.647  -2.869  5.047  0.11
H  -3.905  -2.342  5.914  0.10
H  -5.279  -0.635  4.756  0.10
H  -4.411  0.507  2.740  0.11
O  -0.307  1.226  -3.102  0.10
C  -0.934  1.139  -2.071  -0.57
O  -1.228  0.055  -1.402  -0.18
C  -1.450  2.374  -1.338  -0.17
C  -1.966  3.503  -1.937  0.02
C  -2.431  4.521  -1.118  -0.03
C  -2.337  4.384  0.260  -0.04
C  -1.775  3.231  0.779  -0.09
N  -1.343  2.249  -0.008  0.00
H  -2.003  3.566  -3.015  0.13
H  -2.865  5.413  -1.549  0.11
H  -2.692  5.158  0.925  0.11
H  -1.671  3.079  1.846  0.13
C  4.461  -5.244  1.006  -0.09
C  3.462  -4.485  1.596  -0.07
C  2.884  -3.431  0.901  -0.09
C  3.306  -3.099  -0.385  -0.24
C  4.291  -3.900  -0.977  -0.11
C  4.869  -4.956  -0.290  -0.08
Si  2.434  -1.801  -1.418  0.68
C  3.624  -0.889  -2.545  -0.22
C  3.116  -0.048  -3.541  -0.08
C  3.962  0.713  -4.334  -0.08
C  5.337  0.643  -4.151  -0.09
C  5.857  -0.178  -3.161  -0.09
C  5.007  -0.926  -2.360  -0.11
C  1.063  -2.689  -2.338  -0.21
C  0.907  -4.070  -2.180  -0.09
C  -0.097  -4.761  -2.844  -0.09
C  -0.972  -4.082  -3.679  -0.09
C  -0.842  -2.710  -3.839  -0.08
C  0.162  -2.021  -3.174  -0.10
H  4.910  -6.067  1.546  0.10
H  3.126  -4.715  2.599  0.10
H  2.076  -2.874  1.359  0.07
H  4.607  -3.704  -1.995  0.10
H  5.633  -5.557  -0.766  0.10
H  2.048  0.037  -3.693  0.08
H  3.547  1.360  -5.095  0.10
H  5.998  1.233  -4.772  0.10
H  6.926  -0.223  -2.998  0.10
H  5.431  -1.524  -1.563  0.10
H  1.580  -4.621  -1.535  0.09
H  -0.195  -5.830  -2.705  0.10
H  -1.757  -4.617  -4.197  0.10
H  -1.529  -2.169  -4.477  0.11
H  0.211  -0.946  -3.286  0.06

As for the orbital gap: 0.2942 Ha. The calculation puts the electronic energy at -2342.7499 Eh. The value obtained for the maximum force is 0.67 eV/Å. As for the HOMO energy: -8.4 eV. The calculation puts the energy above the lowest of the compared OMol25 structures with the same formula, charge and spin at 5.96 kJ/mol.